# 1
ORCA calculation (ωB97M-V/def2-TZVPD) on a molecular structure, C3H4LiO4Zn.

As for the energy above the lowest of the compared OMol25 structures with the same formula, charge and spin: 80.98 kJ/mol. For the calculated total energy, the calculation gives -2204.1586 Eh. The value obtained for the max |F| is 3.58 eV/A. The calculation puts the HOMO energy (spin up / spin down) at -0.503 / -0.523 hartree.

```
! RIJCOSX wB97M-V def2-TZVPD def2/J DEFGRID3
* xyz 1 1
O -1.31902 1.65983 -0.37050
O -0.33140 -0.45686 -0.74162
C 0.99185 -0.74849 -0.34257
C 1.13152 -0.08787 1.02638
O 0.05571 0.81006 1.14879
C -0.96590 0.50480 0.25984
H 1.13556 -1.82689 -0.25579
H 1.71755 -0.33480 -1.04449
H 2.08069 0.44763 1.08116
H 1.07953 -0.83958 1.81655
O -2.10499 0.01707 0.90191
Li -0.80179 0.67198 -2.28191
Zn -2.66931 0.18312 -1.19774
*
```

# 2
ORCA calculation (ωB97M-V/def2-TZVPD) on a molecular structure, C23H39FGeI2MoNO9.

As for the energy above the lowest of the compared OMol25 structures with the same formula, charge and spin: 332.21 kJ/mol. For the calculated total energy, the calculation gives -4471.5969 Eh. The value obtained for the max |F| is 3.81 eV/A. The calculation puts the HOMO energy (spin up / spin down) at -0.443 / -0.436 hartree. Its expectation value of S² is 0.76.

```
! RIJCOSX wB97M-V def2-TZVPD def2/J DEFGRID3
* xyz 2 2
Mo 0.36239 -0.33439 -0.39924
C 2.34861 -2.66694 -2.36974
C 2.79055 -2.46732 -0.92604
C 4.30299 -2.28452 -0.83776
C 2.37497 -3.65751 -0.05621
O 2.15276 -1.27544 -0.42208
Ge 3.10781 0.25715 0.71931
O 2.20984 1.27468 -0.53131
C 2.71344 2.23808 -1.47248
C 1.66458 3.33421 -1.64163
C 2.95525 1.52950 -2.80544
C 4.01812 2.82566 -0.94186
O 1.33328 -0.04736 1.52333
C 1.02625 0.17087 2.92202
C -0.01348 -0.84998 3.37229
C 2.31814 -0.01604 3.71941
C 0.49789 1.58734 3.12996
H 2.79552 -3.56662 -2.79163
H 1.26036 -2.76327 -2.40613
H 2.64884 -1.81014 -2.97338
H 4.81250 -3.13310 -1.28966
H 4.60775 -1.37481 -1.36077
H 4.61387 -2.21348 0.20692
H 3.04046 -4.50324 -0.22468
H 2.43441 -3.37186 0.99614
H 1.35857 -3.96663 -0.29290
H 0.74581 2.91672 -2.05153
H 1.43136 3.77820 -0.67429
H 2.04051 4.10403 -2.31454
H 2.03759 1.03673 -3.13049
H 3.25948 2.23869 -3.57389
H 3.74140 0.77956 -2.68876
H 3.85756 3.28966 0.03367
H 4.77120 2.03982 -0.83325
H 4.40437 3.57717 -1.62769
H 0.38226 -1.86133 3.26700
H -0.26529 -0.67588 4.41802
H -0.91708 -0.75358 2.77070
H 2.79632 -0.95899 3.44536
H 3.01375 0.80080 3.51417
H 2.10997 -0.02824 4.78741
H -0.49257 1.69469 2.69188
H 0.43695 1.80938 4.19518
H 1.16463 2.30687 2.65269
I -2.82260 -1.37055 -2.38574
C -1.80016 -2.26102 -4.04962
I -0.36254 -1.00049 -4.99017
H -2.54617 -2.50466 -4.79466
H -1.29950 -3.14706 -3.67950
N -2.04507 -5.13165 0.68306
C -1.72727 -3.83570 1.32999
C -0.94711 -3.03848 0.25320
O -0.91990 -3.56770 -0.86354
O -0.39905 -1.96648 0.62746
H -3.02475 -5.39988 0.72749
H -1.47602 -5.90053 1.03082
H -1.73664 -4.88944 -0.32651
H -1.12402 -3.95251 2.22623
H -2.63127 -3.28401 1.57912
F -0.13628 0.57771 -1.83976
O -0.56589 2.24914 0.28865
C -1.60653 1.60049 0.28158
O -1.66149 0.32700 0.17770
C -2.89526 2.37485 0.41442
C -2.84618 3.59269 1.15049
C -3.95845 4.37913 1.34738
C -5.12139 3.94693 0.73407
O -6.32634 4.49196 0.74807
C -7.17684 3.67009 -0.03558
O -6.39061 2.58859 -0.51618
C -5.15968 2.75327 -0.05025
C -4.05159 1.94306 -0.20659
H -1.89277 3.89976 1.55878
H -3.93345 5.28357 1.93781
H -7.58182 4.23875 -0.87580
H -8.00174 3.29359 0.57351
H -4.08553 1.03047 -0.78405
*
```

# 3
ORCA calculation (ωB97M-V/def2-TZVPD) on 9 unconnected molecules or ions with the total composition C24H52N4O14.

As for the energy above the lowest of the compared OMol25 structures with the same formula, charge and spin: 0.00 kJ/mol. For the calculated total energy, the calculation gives -2217.2817 Eh. The value obtained for the max |F| is 11.41 eV/A. The calculation puts the HOMO energy at -0.344 hartree.

```
! RIJCOSX wB97M-V def2-TZVPD def2/J DEFGRID3
* xyz 0 1
C -0.88121 -0.26197 1.07317
C 0.37979 0.48603 0.81917
O 1.15179 0.89503 1.61917
N 0.83279 0.63803 -0.73983
H 0.75179 -0.18797 -1.21983
H -0.07521 1.13903 -1.11383
C 2.07879 1.29703 -1.05683
H -1.72821 0.14303 0.24717
H -1.24821 0.09403 2.07917
H -0.67821 -1.36797 1.09417
H 2.98379 0.57703 -0.79083
H 2.14279 2.14703 -0.37983
H 2.09879 1.41903 -2.27683
C -0.42021 -3.07097 -5.90083
C -0.37421 -1.51397 -5.97483
O -0.37121 -0.92297 -7.08383
N -0.80021 -0.68897 -4.72083
H -0.38721 -1.03597 -3.81083
H -0.46121 0.32603 -4.89283
C -2.23121 -0.67497 -4.46383
H -1.24621 -3.42697 -5.12283
H 0.44379 -3.48597 -5.23483
H -0.78021 -3.32997 -6.95983
H -2.64621 -1.68697 -4.04483
H -2.68121 -0.24097 -5.26883
H -2.41521 -0.08397 -3.64083
N 0.32779 -2.64197 -1.89183
O 0.80479 -2.71197 -0.79983
O 0.40279 -3.61997 -2.62183
O 0.15579 -1.43697 -2.38983
N -0.78221 2.40203 -4.82983
O -0.77121 1.90603 -5.96983
O -1.82421 2.92603 -4.46083
O -0.00221 1.92703 -3.96883
C -3.29021 -2.66097 2.79817
C -3.50621 -2.63197 4.30917
C -2.27521 -2.36897 5.18117
O -4.48521 -1.65197 4.50817
H -4.22821 -3.01397 2.41317
H -2.63221 -3.43897 2.44717
H -3.01821 -1.51997 2.57417
H -3.98621 -3.65597 4.71217
H -1.42921 -3.11397 5.04317
H -2.43621 -2.55797 6.26917
H -2.12921 -1.41797 5.20617
H -5.07221 -2.06397 5.08017
C 5.40779 -1.15697 -2.56083
C 3.97179 -1.82497 -2.48783
C 3.96679 -3.08697 -3.33983
O 3.60279 -2.05697 -1.16283
H 6.26479 -2.00697 -2.20683
H 5.55979 -0.32797 -1.94483
H 5.76379 -0.71097 -3.49883
H 3.37479 -1.02597 -2.83283
H 4.79679 -3.60297 -3.41483
H 3.97979 -2.72097 -4.26083
H 3.22579 -3.84397 -2.96683
H 2.64879 -2.13897 -0.98183
C -2.19421 3.59903 0.39517
C -1.58521 3.72303 -0.97583
C -0.67221 4.93403 -1.09483
O -0.83321 2.69703 -1.37083
H -2.79521 4.43003 0.56017
H -1.64221 3.29303 1.03717
H -3.00321 2.80103 0.50217
H -2.35321 3.78803 -1.74383
H 0.09579 4.83503 -0.45483
H -1.07721 5.72303 -0.68783
H -0.39221 4.98103 -2.25683
H -0.84821 2.65903 -2.38583
C 4.01079 -2.09897 2.82817
C 2.50279 -2.28397 2.41717
C 2.23479 -3.70897 2.08317
O 1.73979 -1.60597 3.50817
H 4.38179 -2.66697 3.86217
H 4.26079 -1.08397 2.80617
H 4.40179 -2.39997 1.91217
H 2.46679 -1.66897 1.40817
H 1.35279 -3.97497 2.13517
H 2.59679 -4.36397 2.98117
H 2.59979 -3.97197 1.17417
H 1.35779 -0.75097 3.08917
C -3.18521 3.79203 4.44017
C -3.04021 5.09703 5.00517
C -1.64521 5.79803 4.88817
O -1.47021 6.94503 5.34617
C -0.48321 4.96603 4.41317
C -0.67521 3.47603 4.07017
C -2.10221 2.93703 4.02717
O -2.29721 1.74003 3.50217
H -4.36921 3.23003 4.65017
H -3.73221 5.67903 5.61017
H 0.49079 5.37703 4.38517
H 0.07879 2.74903 3.74817
*
```

# 4
ORCA calculation (ωB97M-V/def2-TZVPD) on C14H23NO2 in the gas phase.

Its SMILES is Cc1ccccc1OCCCCCNCCO. As for the energy above the lowest of the compared OMol25 structures with the same formula, charge and spin: 10.30 kJ/mol. For the calculated total energy, the calculation gives -752.4764 Eh. The value obtained for the max |F| is 0.61 eV/A. The calculation puts the HOMO energy at -0.298 hartree.

```
! RIJCOSX wB97M-V def2-TZVPD def2/J DEFGRID3
* xyz 0 1
C -4.41347 -1.14890 -0.57977
C -3.52138 -0.01070 -0.19149
C -3.97521 1.29487 -0.16655
C -3.14049 2.33940 0.19956
C -1.83163 2.06983 0.54609
C -1.35031 0.77002 0.52929
C -2.18722 -0.27527 0.16144
O -1.82901 -1.59125 0.12459
C -0.49522 -1.96826 0.39959
C 0.44997 -1.68583 -0.76995
C 1.79084 -2.40222 -0.63273
C 2.66070 -1.91172 0.52624
C 3.04230 -0.43378 0.43017
N 2.00514 0.42595 0.98414
H 1.91405 0.22010 1.97628
C 2.28095 1.84356 0.82210
C 1.97695 2.32538 -0.59856
O 3.05776 2.01333 -1.45340
H 2.85540 2.32721 -2.34040
H 1.82257 3.41360 -0.57406
H 1.05211 1.85002 -0.94986
H 3.32946 2.09665 1.04854
H 1.63238 2.39299 1.50836
H 3.18502 -0.15025 -0.61335
H 4.00362 -0.27111 0.94882
H 2.15254 -2.09194 1.47558
H 3.57819 -2.50443 0.52884
H 2.34870 -2.26591 -1.56205
H 1.61466 -3.47410 -0.50807
H -0.04240 -2.02671 -1.68426
H 0.62045 -0.61434 -0.85415
H -0.55368 -3.04818 0.57198
H -0.13898 -1.48634 1.31597
H -0.32196 0.58934 0.79869
H -1.16740 2.87296 0.83193
H -3.51324 3.35270 0.21176
H -5.00118 1.49888 -0.43869
H -4.53722 -1.83031 0.26091
H -5.39018 -0.78808 -0.89139
H -3.96359 -1.71716 -1.39214
*
```

- Number 1 is which compound?
  C3H4LiO4Zn

- Which of these has the highest calculated total energy?
  C14H23NO2